A 3-piece molecular cluster, C39H31Cl2NO8 overall in a non-equilibrium geometry. Source: the OMol25 dataset; level of theory: the ωB97M-V functional and the def2-TZVPD basis.

structure (SMILES): CC(=O)OC(=O)C[C@@]1([C@@H](Cl)[C@@H](C)Cl)CCC(=O)N1.O=C1c2ccccc2C(=O)c2ccccc21.O=C1c2ccccc2C(=O)c2ccccc21
largest force on an atom: 0.0988 Eh/bohr
orbital gap: 8.66 eV

Geometry (Å):
C 1.22389 -2.92685 7.71161
C 0.63529 -3.42589 6.42867
O -0.50266 -3.56926 6.34098
O 1.45379 -3.68322 5.33207
C 1.21763 -4.92955 4.79580
O 1.28645 -5.85926 5.47163
C 0.91893 -5.12756 3.32201
C 0.53269 -3.90206 2.47870
C 1.63339 -2.93349 1.98818
Cl 1.96167 -1.57309 3.12416
C 2.99786 -3.56540 1.66597
C 3.86624 -3.90308 2.89937
Cl 2.89567 -5.01336 0.59704
C -0.21489 -4.27477 1.15533
C -1.23587 -3.13604 0.92986
C -1.61608 -2.81513 2.36766
O -2.58932 -2.34945 2.76880
N -0.56276 -3.23259 3.22116
H 0.77633 -1.95727 7.89896
H 2.30214 -2.80477 7.70210
H 0.91100 -3.60298 8.49421
H 1.76261 -5.67577 2.91369
H 0.07785 -5.81220 3.28093
H 1.28216 -2.44839 1.08909
H 3.54343 -2.82230 1.10189
H 4.78628 -3.33349 2.86150
H 3.36367 -3.73259 3.84343
H 4.15758 -4.94835 2.85756
H 0.39002 -4.23110 0.25526
H -0.64333 -5.26733 1.26015
H -0.75474 -2.24469 0.53666
H -2.03810 -3.50516 0.31156
H -1.06957 -3.88904 3.81133
C 0.65113 3.41819 2.30456
C 1.08173 4.72210 2.08039
C 1.72759 5.04828 0.89962
C 1.95693 4.06997 -0.05899
C 1.54575 2.75608 0.17540
C 0.88276 2.43748 1.35569
C 1.82508 1.68597 -0.81951
O 1.46252 0.54254 -0.61814
C 2.56137 2.04030 -2.06045
C 2.87789 1.04309 -2.97468
C 3.55173 1.36301 -4.14064
C 3.90504 2.68295 -4.40314
C 3.59643 3.67972 -3.49319
C 2.93228 3.36205 -2.31586
C 2.63656 4.43931 -1.33176
O 2.94646 5.59049 -1.55769
H 0.13830 3.16745 3.22425
H 0.91003 5.48499 2.82872
H 2.05729 6.06316 0.72273
H 0.55208 1.42382 1.53722
H 2.59980 0.01754 -2.77227
H 3.80172 0.58432 -4.84968
H 4.42563 2.93211 -5.31883
H 3.87440 4.70530 -3.69497
C -1.98464 0.92952 -0.39578
C -3.22724 0.31513 -0.27048
C -4.17271 0.44859 -1.27445
C -3.88488 1.20667 -2.40236
C -2.64593 1.84190 -2.51610
C -1.69566 1.69130 -1.51626
C -2.33252 2.69736 -3.69231
O -1.25314 3.24552 -3.79316
C -3.37626 2.87201 -4.73907
C -3.12569 3.71079 -5.81795
C -4.08257 3.87231 -6.80534
C -5.29224 3.18936 -6.72416
C -5.54929 2.35633 -5.64872
C -4.59775 2.20115 -4.64849
C -4.90276 1.32812 -3.48108
O -5.95921 0.73410 -3.40948
H -1.24405 0.81670 0.38422
H -3.45575 -0.27041 0.61213
H -5.13671 -0.03300 -1.18037
H -0.73190 2.17217 -1.60863
H -2.18396 4.23912 -5.88248
H -3.88736 4.53009 -7.64254
H -6.03638 3.31178 -7.50067
H -6.49118 1.82864 -5.58257

---

C39H31F10N4OPS2Sc as an isolated structure. Source: the OMol25 dataset; level of theory: the ωB97M-V functional and the def2-TZVPD basis.

⟨S²⟩: 0.77
largest force on an atom: 0.0166 Eh/bohr
orbital gap (alpha / beta): 3.43 / 6.78 eV
energy relative to the best compared isomer or geometry (same formula, charge and spin): 0.350 eV
multiplicity: 2
net charge: -2

Geometry (Å):
Sc 0.38628 -0.26905 0.37338
C -3.18959 -1.83458 1.20215
C -2.58311 -0.76867 2.05501
N -1.66480 -1.06519 2.89248
N -1.39400 -0.10333 3.84822
C -0.37877 0.65757 3.81271
S 0.91851 0.91288 2.69929
S -0.18224 1.75348 5.23058
C -1.51669 1.21041 6.33505
C -1.10680 0.22146 7.39137
C -0.52743 -1.00116 7.04851
C -0.16035 -1.90341 8.03248
C -0.35914 -1.60615 9.37550
C -0.92752 -0.39267 9.72659
C -1.29584 0.51143 8.73837
C -3.06212 0.63190 1.90515
C -4.16107 1.14457 2.56956
C -4.47227 2.49826 2.49556
C -3.63403 3.33817 1.77160
C -2.53338 2.83920 1.09412
C -2.24242 1.46323 1.10490
O -1.26263 0.95626 0.41021
H -2.66044 -2.77653 1.32720
H -3.17709 -1.54913 0.15134
H -4.23528 -1.96708 1.49719
H -2.28278 0.78698 5.68160
H -1.91784 2.10917 6.80650
H -0.36934 -1.22835 6.00362
H 0.29077 -2.84503 7.74686
H -0.06572 -2.31425 10.14084
H -1.08093 -0.14371 10.77004
H -1.73559 1.46240 9.01705
H -4.76316 0.48048 3.18052
H -5.32996 2.89437 3.02440
H -3.83107 4.40394 1.74538
H -1.85442 3.50159 0.56996
C 3.50655 -4.26045 4.24853
C 2.82725 -3.52142 3.14457
C 3.43393 -2.44692 2.45478
C 2.75428 -1.72661 1.51974
N 1.41924 -1.93899 1.20254
C 0.85567 -3.03384 1.81620
C 1.49520 -3.79866 2.74769
H 4.58954 -4.29691 4.09701
H 3.14933 -5.29262 4.31393
H 3.34297 -3.80838 5.23699
H 4.46727 -2.18355 2.65343
H 3.23631 -0.91493 0.98810
H -0.16429 -3.25547 1.53065
H 0.95611 -4.63286 3.18423
F -0.81337 -2.01864 -0.53034
P -0.58402 -1.96156 -2.19841
F -0.79068 -3.54274 -2.28614
F 0.99116 -2.14836 -1.94620
F -0.37373 -0.33655 -1.97253
F -0.35906 -1.80212 -3.77421
F -2.16408 -1.72581 -2.36545
F 1.84567 0.63235 -0.43160
C -2.30620 2.51142 -2.36180
C -3.06809 1.31079 -2.87000
C -4.03569 0.74042 -2.04755
C -4.82331 -0.29796 -2.50750
C -4.63747 -0.78013 -3.80198
C -3.64167 -0.24310 -4.61586
C -2.86291 0.79667 -4.14483
C -5.47300 -1.83234 -4.30225
N -6.14914 -2.66278 -4.72875
H -2.23727 2.43959 -1.27189
H -2.89130 3.41190 -2.58512
H -4.15746 1.10589 -1.03353
H -5.57080 -0.74600 -1.86612
H -3.47537 -0.65184 -5.60249
H -2.07038 1.20192 -4.75973
F 5.99476 4.15146 -5.50548
C 5.69966 3.13098 -4.67272
F 6.12605 2.00631 -5.29348
F 6.49997 3.28063 -3.59435
C 4.24883 3.06794 -4.30977
C 3.33529 3.96548 -4.84914
C 2.00055 3.87483 -4.49187
C 1.57392 2.88701 -3.60199
C 2.49905 1.98398 -3.06652
C 3.83008 2.07922 -3.42284
C 0.19860 2.79278 -3.21270
C -0.95992 2.68741 -2.88842
H 3.66464 4.73233 -5.53610
H 1.27784 4.57150 -4.89604
H 2.15384 1.21388 -2.39076
H 4.54424 1.38120 -3.00556

---

A 7-piece molecular cluster, C39H32B3FO15 overall in a non-equilibrium geometry. Source: the OMol25 dataset; level of theory: the ωB97M-V functional and the def2-TZVPD basis.

structure (SMILES): C[C@H](F)CB1OBOBO1.O=C1C=CC(=O)C=C1.O=C1C=CC(=O)C=C1.O=C1C=CC(=O)C=C1.O=C1C=CC(=O)C=C1.O=C1C=CC(=O)C=C1.O=C1C=CC(=O)C=C1
largest force on an atom: 0.0981 Eh/bohr
orbital gap: 8.05 eV

Geometry (Å):
C -7.08310 2.68702 2.00512
C -5.90453 3.75656 1.49133
F -5.95721 3.72464 0.00836
C -4.43558 3.42538 2.13945
B -3.15261 3.75009 1.15897
O -2.76115 5.13980 0.73149
B -2.93914 5.06734 -0.76202
O -2.22137 4.05375 -1.59061
B -2.51269 2.76513 -0.86887
O -2.25829 2.66875 0.61194
H -8.03233 2.87359 1.30849
H -6.67952 1.61433 1.70581
H -7.32215 2.80343 3.14643
H -6.26008 4.83810 1.84967
H -4.42692 2.32038 2.58939
H -4.31742 4.13911 3.08643
H -3.73054 5.84318 -1.20101
H -2.94568 1.80321 -1.38814
C -6.89264 6.57220 -5.74890
C -6.60880 7.49776 -4.82744
C -6.30070 7.12177 -3.43355
O -6.04275 7.96838 -2.58903
C -6.31681 5.68408 -3.09798
C -6.60065 4.75852 -4.01945
C -6.90875 5.13452 -5.41333
O -7.16670 4.28790 -6.25785
H -7.12155 6.83100 -6.77549
H -6.59222 8.55624 -5.05801
H -6.08790 5.42529 -2.07140
H -6.61723 3.70004 -3.78888
C -1.91380 -0.37969 -5.05573
C -2.94240 0.11746 -4.36208
C -3.42837 -0.54200 -3.13401
O -4.37104 -0.08877 -2.49960
C -2.73299 -1.77050 -2.70153
C -1.70440 -2.26765 -3.39517
C -1.21843 -1.60819 -4.62325
O -0.27576 -2.06142 -5.25765
H -1.54532 0.09120 -5.95891
H -3.46244 1.01808 -4.66586
H -3.10148 -2.24139 -1.79835
H -1.18436 -3.16827 -3.09140
C 1.50256 -0.36429 -0.45737
C 2.61681 0.34294 -0.66854
C 3.45628 0.11209 -1.86069
O 4.47736 0.75756 -2.05375
C 3.01611 -0.92885 -2.81069
C 1.90186 -1.63608 -2.59952
C 1.06239 -1.40522 -1.40737
O 0.04131 -2.05069 -1.21431
H 0.87590 -0.20808 0.41220
H 2.95268 1.11040 0.01849
H 3.64277 -1.08506 -3.68026
H 1.56599 -2.40354 -3.28655
C 6.93630 0.06223 0.09563
C 7.22014 0.98779 1.01709
C 7.52824 0.61179 2.41097
O 7.78619 1.45841 3.25549
C 7.51213 -0.82589 2.74654
C 7.22829 -1.75146 1.82508
C 6.92019 -1.37546 0.43119
O 6.66224 -2.22208 -0.41333
H 6.70739 0.32102 -0.93096
H 7.23672 2.04627 0.78652
H 7.74104 -1.08469 3.77313
H 7.21170 -2.80994 2.05565
C 7.67164 -7.39632 3.39797
C 7.63892 -6.10268 3.06369
C 7.58226 -5.04654 4.09352
O 7.55027 -3.86231 3.78842
C 7.56480 -5.47504 5.50628
C 7.59752 -6.76868 5.84057
C 7.65418 -7.82482 4.81073
O 7.68617 -9.00905 5.11584
H 7.71257 -8.18355 2.65511
H 7.65187 -5.77224 2.03196
H 7.52387 -4.68781 6.24914
H 7.58458 -7.09911 6.87230
C -1.28214 -2.97722 4.15009
C -0.85504 -1.82593 3.62242
C -0.80263 -1.62599 2.16075
O -0.40997 -0.57328 1.67688
C -1.24176 -2.74635 1.30532
C -1.66887 -3.89764 1.83299
C -1.72127 -4.09758 3.29466
O -2.11394 -5.15029 3.77853
H -1.32615 -3.14057 5.21997
H -0.53029 -0.99447 4.23646
H -1.19776 -2.58300 0.23544
H -1.99361 -4.72909 1.21895

---

E_tot in a.u., matching the order above: -3081.8827; -4696.6152; -2808.2748